1.
The following is a DFT calculation (wB97M-V/def2-TZVPD) of the ion C7H11FNO3 with charge -1.

```
! RIJCOSX wB97M-V def2-TZVPD def2/J DEFGRID3
* xyz -1 1
C 1.292 0.810 0.116
C 0.970 2.389 -1.875
C 2.767 1.302 0.141
C -2.719 -1.006 0.903
C -1.071 -1.825 -0.757
C -1.430 -0.850 0.261
C -0.379 -0.577 1.349
N 0.898 -0.098 0.960
O 1.446 3.387 -1.393
O 0.523 1.299 -0.761
O 0.581 1.947 -2.921
F -0.065 -1.751 2.108
H 3.442 0.796 0.740
H 2.704 2.393 0.418
H 3.334 1.520 -0.787
H -2.953 -2.111 1.184
H -3.606 -0.867 0.280
H -2.802 -0.289 1.796
H -0.677 -2.778 -0.392
H -0.332 -1.499 -1.539
H -2.070 -2.089 -1.365
H -1.449 0.135 -0.142
H 1.595 -0.239 1.676
*
```

The value obtained for the energy relative to the best compared isomer or geometry (same formula, charge and spin) is 49.4 kcal/mol. Its orbital gap is 5.82 eV.

Atom charges from the Mulliken analysis, given in e for atoms 1 to 4: number 1, C, carries 0.798; number 2, C, carries 0.595; number 3, C, carries -1.434; number 4, C, carries -1.657

***

2.
The following is a DFT calculation (wB97M-V/def2-TZVPD) of a cluster of 3 separate species, C3H7OS in total.

```
! RIJCOSX wB97M-V def2-TZVPD def2/J DEFGRID3
* xyz -1 1
C 0.315 1.772 -1.283
O -2.621 1.621 -1.165
C -0.660 0.295 0.198
C 0.513 0.737 -0.391
S 1.409 -2.170 1.428
H -0.763 2.080 -1.359
H 0.932 1.849 -2.179
H -1.490 1.005 -0.062
H -0.762 -0.660 0.701
H 1.466 0.355 -0.038
H -3.103 2.454 -1.099
H 0.660 -2.058 0.322
*
```

The value obtained for the energy relative to the best compared isomer or geometry (same formula, charge and spin) is 117.0 kcal/mol. Its orbital gap is 4.49 eV.

Atom charges from the Mulliken analysis, given in e for atoms 1 to 4: number 1, C, carries -0.429; number 2, O, carries -1.068; number 3, C, carries -0.436; number 4, C, carries 0.121

***

3.
The following is a DFT calculation (wB97M-V/def2-TZVPD) of a structure of composition C4H16Be2InK2O12P2.

```
! RIJCOSX wB97M-V def2-TZVPD def2/J DEFGRID3
* xyz 2 2
Be 0.516 3.738 2.340
Be 2.660 2.280 -0.859
K 3.443 -0.040 2.752
K -0.985 0.232 3.530
In -1.868 2.870 -1.483
P 0.775 4.872 -0.398
O 1.973 4.272 0.345
O 1.067 6.348 -0.203
O -0.524 4.713 0.449
O 0.763 4.076 -1.729
P 0.191 1.092 0.697
O -0.107 -0.410 1.069
O 1.403 1.719 1.477
O -0.970 2.033 1.109
O 0.413 1.342 -0.851
C 1.412 -3.302 2.686
O 1.286 -1.836 2.809
H 2.261 -3.665 2.107
H 1.790 -3.472 3.694
H 0.444 -3.672 2.347
H 0.959 -1.408 2.014
C -0.236 0.267 -4.123
O -0.126 1.389 -3.368
H 0.764 0.054 -4.502
H -0.658 -0.607 -3.628
H -0.877 0.426 -4.990
H 0.185 1.211 -2.478
C -3.176 -1.593 0.852
O -2.266 -1.955 1.915
H -4.192 -1.768 1.204
H -2.985 -0.542 0.637
H -3.168 -2.248 -0.020
H -1.348 -1.731 1.748
C 0.349 -2.724 -1.379
O -0.483 -1.599 -1.120
H -0.063 -3.603 -0.883
H 0.296 -2.960 -2.441
H 1.376 -2.665 -1.017
H -0.295 -1.134 -0.302
*
```

The expectation value of S² is 1.771. Its orbital gap (spin up / spin down) is 4.00 / 3.72 eV.

Atom charges from the Mulliken analysis, given in e for atoms 1 to 4: number 1, Be, carries 1.050; number 2, Be, carries 1.004; number 3, K, carries 1.001; number 4, K, carries 1.053

***

4.
The following is a DFT calculation (wB97M-V/def2-TZVPD) of a structure of composition C16H46O11S8.

```
! RIJCOSX wB97M-V def2-TZVPD def2/J DEFGRID3
* xyz 0 1
C 0.315 0.180 0.356
C -0.477 0.476 -0.962
C -0.457 2.002 -1.307
O -1.718 2.694 -1.129
S -2.451 2.317 0.294
O -1.805 3.010 1.426
O -3.922 3.174 0.091
S -5.215 2.143 0.021
C -4.734 0.429 -0.340
O -5.944 2.115 1.308
O -6.140 2.565 -1.058
H -0.313 0.326 1.247
H 1.184 0.858 0.444
H 0.744 -0.842 0.289
H -1.480 0.021 -0.965
H 0.095 -0.033 -1.756
H 0.384 2.470 -0.783
H -0.230 2.084 -2.373
H -4.101 0.356 -1.238
H -5.680 -0.095 -0.532
H -4.229 -0.061 0.502
C 3.192 3.918 -2.853
S 2.766 2.312 -3.546
O 1.974 1.579 -2.515
C 4.440 1.642 -3.506
H 2.275 4.496 -2.750
H 3.655 3.787 -1.874
H 3.874 4.435 -3.528
H 4.821 1.659 -2.484
H 5.082 2.233 -4.159
H 4.404 0.615 -3.864
C -2.079 4.089 -6.213
S -1.494 3.056 -4.857
O -0.231 3.668 -4.349
C -1.027 1.648 -5.880
H -2.386 5.048 -5.801
H -1.276 4.241 -6.935
H -2.933 3.609 -6.691
H -0.291 1.958 -6.623
H -1.914 1.246 -6.370
H -0.592 0.887 -5.233
C -5.419 -1.915 4.511
S -5.781 -0.522 3.425
O -5.924 -1.070 2.043
C -4.145 0.227 3.537
H -6.303 -2.549 4.558
H -4.579 -2.486 4.115
H -5.186 -1.544 5.510
H -3.386 -0.483 3.205
H -3.955 0.526 4.568
H -4.132 1.106 2.895
C 4.880 -3.187 -0.109
S 3.727 -2.210 0.871
O 2.623 -1.785 -0.038
C 4.818 -0.791 1.082
H 4.381 -4.112 -0.387
H 5.163 -2.636 -1.007
H 5.763 -3.417 0.487
H 5.103 -0.394 0.107
H 5.704 -1.094 1.642
H 4.279 -0.027 1.642
C -1.061 1.863 5.926
S -0.322 1.626 4.298
O -0.444 0.177 3.967
C 1.377 1.914 4.828
H -2.132 1.690 5.841
H -0.632 1.154 6.635
H -0.884 2.886 6.260
H 1.648 1.202 5.609
H 1.474 2.935 5.197
H 2.029 1.775 3.967
C 3.452 -7.780 -0.602
S 2.992 -6.183 0.097
O 3.799 -5.993 1.336
C 1.333 -6.669 0.601
H 4.482 -7.717 -0.950
H 3.372 -8.554 0.162
H 2.798 -8.010 -1.443
H 1.389 -7.515 1.286
H 0.749 -6.934 -0.281
H 0.869 -5.823 1.103
*
```

The value obtained for the energy relative to the best compared isomer or geometry (same formula, charge and spin) is 34.4 kcal/mol. Its orbital gap is 9.05 eV.

Atom charges from the Mulliken analysis, given in e for atoms 1 to 4: number 1, C, carries -0.550; number 2, C, carries -0.557; number 3, C, carries -0.154; number 4, O, carries -0.336

***

5.
The following is a DFT calculation (wB97M-V/def2-TZVPD) of a cluster of 2 separate species, ClHNO2P in total.

```
! RIJCOSX wB97M-V def2-TZVPD def2/J DEFGRID3
* xyz 0 1
N 0.018 1.877 -0.619
O 0.966 2.598 -0.795
O -1.051 1.958 -1.161
P 0.053 0.411 0.580
Cl 2.626 0.504 1.743
H 0.870 -0.583 -0.298
*
```

The value obtained for the energy relative to the best compared isomer or geometry (same formula, charge and spin) is 68.9 kcal/mol. Its orbital gap (spin up / spin down) is 7.75 / 7.74 eV.

Atom charges from the Mulliken analysis, given in e for atoms 1 to 4: number 1, N, carries 0.817; number 2, O, carries -0.453; number 3, O, carries -0.489; number 4, P, carries 0.275

***

6.
The following is a DFT calculation (wB97M-V/def2-TZVPD) of a structure of composition C31H41Br36ClF9N4O2.

```
! RIJCOSX wB97M-V def2-TZVPD def2/J DEFGRID3
* xyz 1 1
C -4.857 0.756 2.568
C -3.351 0.465 2.656
C -2.841 -0.146 1.362
O -1.426 -0.037 1.398
N -0.797 -0.702 0.304
C -0.618 0.397 -0.580
N -1.508 0.715 -1.480
N 0.554 0.989 -0.390
C 0.744 2.434 -0.557
Cl 1.178 2.747 -2.269
C -0.454 3.283 -0.117
C 0.017 4.607 0.498
C 1.221 0.315 0.734
C 0.583 -1.095 0.706
C 0.613 -1.631 2.152
C -0.133 -2.932 2.461
N -1.606 -2.799 2.635
C -1.952 -2.758 4.063
C -3.456 -2.781 4.325
C -2.198 -3.969 2.025
C -2.600 -3.864 0.577
O -2.363 -5.001 2.635
C 1.105 -2.030 -0.406
F 1.200 -1.377 -1.591
F 0.168 -2.995 -0.585
C 2.436 -2.816 -0.214
F 2.341 -3.648 0.838
F 2.573 -3.577 -1.314
C 3.767 -2.022 -0.051
F 4.747 -2.948 -0.012
F 3.768 -1.389 1.143
C 4.206 -1.000 -1.144
F 4.190 -1.465 -2.385
F 3.462 0.115 -1.087
F 5.467 -0.647 -0.873
H -5.389 0.361 3.431
H -5.292 0.305 1.675
H -5.028 1.828 2.546
H -3.055 -0.110 3.531
H -2.835 1.427 2.748
H -3.167 -1.182 1.275
H -3.284 0.428 0.540
H -1.424 1.565 -2.019
H -2.254 0.080 -1.718
H 1.611 2.702 0.040
H -1.025 2.737 0.639
H -1.070 3.504 -0.988
H 0.789 4.425 1.244
H -0.833 5.062 1.003
H 0.366 5.290 -0.273
H 0.878 0.845 1.628
H 2.298 0.413 0.770
H 0.352 -0.820 2.830
H 1.664 -1.846 2.360
H 0.072 -3.717 1.740
H 0.277 -3.290 3.411
H -1.521 -1.846 4.477
H -1.511 -3.602 4.605
H -3.640 -2.339 5.303
H -4.017 -2.210 3.581
H -3.839 -3.797 4.321
H -3.686 -3.761 0.528
H -2.316 -4.767 0.044
H -2.181 -2.976 0.109
C 5.010 -4.600 -4.822
Br 6.618 -5.254 -5.640
Br 3.534 -5.813 -5.072
Br 5.261 -4.188 -2.963
H 4.748 -3.678 -5.323
C -6.164 4.205 0.521
Br -4.605 3.281 -0.156
Br -7.692 3.048 0.575
Br -5.798 5.017 2.224
H -6.382 5.003 -0.176
C 0.445 0.827 6.508
Br 0.430 0.994 4.572
Br 0.150 2.531 7.337
Br -0.792 -0.490 7.143
H 1.438 0.498 6.779
C 3.011 -0.663 -6.052
Br 4.892 -0.307 -5.854
Br 2.114 -0.630 -4.347
Br 2.179 0.514 -7.320
H 2.918 -1.669 -6.436
C 8.247 0.532 2.307
Br 7.432 2.207 2.792
Br 6.940 -0.711 1.634
Br 9.695 0.767 1.066
H 8.665 0.108 3.209
C 3.548 -9.311 -3.196
Br 2.454 -10.520 -4.215
Br 2.738 -8.864 -1.508
Br 5.331 -9.990 -2.970
H 3.624 -8.397 -3.764
C -9.532 5.308 3.188
Br -10.370 5.991 1.597
Br -9.407 6.647 4.559
Br -10.405 3.713 3.818
H -8.524 5.030 2.920
C 11.512 4.696 0.314
Br 13.377 5.157 0.261
Br 10.808 4.785 2.101
Br 10.478 5.764 -0.907
H 11.427 3.669 -0.010
C -0.642 1.785 -10.629
Br -0.792 -0.015 -9.968
Br -2.179 2.842 -10.164
Br 0.992 2.621 -10.045
H -0.603 1.729 -11.707
C -3.234 6.934 -1.491
Br -2.126 7.791 -0.174
Br -4.946 7.796 -1.640
Br -2.344 6.801 -3.191
H -3.416 5.925 -1.152
C -12.006 9.682 6.612
Br -13.061 9.709 5.005
Br -12.081 7.967 7.480
Br -10.191 10.228 6.275
H -12.435 10.403 7.292
C 6.992 -11.043 -6.821
Br 5.706 -9.614 -6.900
Br 6.136 -12.743 -6.551
Br 8.134 -11.053 -8.367
H 7.618 -10.859 -5.960
*
```

The value obtained for the energy relative to the best compared isomer or geometry (same formula, charge and spin) is 12.4 kcal/mol. Its orbital gap is 8.12 eV.

Atom charges from the Mulliken analysis, given in e for atoms 1 to 4: number 1, C, carries -1.154; number 2, C, carries -0.117; number 3, C, carries -0.177; number 4, O, carries 0.054

***

7.
The following is a DFT calculation (wB97M-V/def2-TZVPD) of a cluster of 4 separate species, H9O4 in total.

```
! RIJCOSX wB97M-V def2-TZVPD def2/J DEFGRID3
* xyz 1 1
O 0.755 0.238 0.158
H 0.135 1.117 0.257
H 0.187 -0.509 0.491
H 0.847 0.051 -0.821
O 1.104 -1.152 -2.046
H 1.418 -0.822 -2.898
H 1.585 -1.983 -1.944
O -1.077 -1.323 1.291
H -2.024 -1.425 1.155
H -0.853 -1.823 2.082
O -0.408 2.384 0.491
H -1.373 2.471 0.410
H -0.296 2.776 1.373
*
```

The value obtained for the energy relative to the best compared isomer or geometry (same formula, charge and spin) is 7.9 kcal/mol. Its orbital gap is 13.05 eV.

Atom charges from the Mulliken analysis, given in e for atoms 1 to 4: number 1, O, carries -0.480; number 2, H, carries 0.475; number 3, H, carries 0.460; number 4, H, carries 0.484

***

8.
The following is a DFT calculation (wB97M-V/def2-TZVPD) of the molecule C2H4N4.

```
! RIJCOSX wB97M-V def2-TZVPD def2/J DEFGRID3
* xyz 0 1
H -0.824 2.091 0.129
N -0.099 1.380 0.127
C -0.562 0.210 -0.068
N -1.862 -0.191 -0.291
N 0.316 -0.892 -0.049
C 1.518 -0.639 0.074
N 2.675 -0.435 0.351
H -2.577 0.418 0.075
H -2.035 -1.175 -0.146
H 3.453 -0.754 -0.193
*
```

As for the structure (SMILES): [H]/N=C(\N)N=C=N. The value obtained for the energy relative to the best compared isomer or geometry (same formula, charge and spin) is 15.9 kcal/mol. Its orbital gap is 10.31 eV.

Atom charges from the Mulliken analysis, given in e for atoms 1 to 4: number 1, H, carries 0.192; number 2, N, carries -0.624; number 3, C, carries 0.477; number 4, N, carries -0.445

***

9.
The following is a DFT calculation (wB97M-V/def2-TZVPD) of a cluster of 2 separate species, C10H16O in total.

```
! RIJCOSX wB97M-V def2-TZVPD def2/J DEFGRID3
* xyz 0 1
C -0.488 -2.545 -1.575
C -0.547 -1.067 -1.272
C 0.204 -0.697 -0.040
C -0.473 -0.863 1.156
C 0.258 -0.648 2.344
C 1.595 -0.306 2.298
O 2.330 -0.017 3.396
C 2.225 -0.067 1.058
C 1.496 -0.132 -0.115
H -0.619 -2.716 -2.631
H -1.290 -3.086 -1.052
H 0.384 -3.131 -1.270
H -0.239 -0.376 -2.132
H -1.604 -0.747 -1.248
H -1.504 -1.212 1.259
H -0.154 -0.813 3.336
H 1.967 -0.381 4.215
H 3.226 0.348 1.003
H 1.621 0.235 -1.120
C -1.177 1.959 -0.236
C -0.940 2.548 -1.702
H -1.931 2.603 0.172
H -1.331 0.847 -0.312
H -0.286 2.160 0.379
H -1.783 3.175 -1.987
H -0.812 1.693 -2.348
H -0.128 3.233 -1.576
*
```

As for the structure (SMILES): CCc1ccc(O)cc1.CC. The value obtained for the energy relative to the best compared isomer or geometry (same formula, charge and spin) is 48.7 kcal/mol. Its orbital gap is 9.09 eV.

Atom charges from the Mulliken analysis, given in e for atoms 1 to 4: number 1, C, carries -1.380; number 2, C, carries -0.386; number 3, C, carries -0.002; number 4, C, carries -0.088

***

10.
The following is a DFT calculation (wB97M-V/def2-TZVPD) of a structure of composition C29H29F3N3O4S2V.

```
! RIJCOSX wB97M-V def2-TZVPD def2/J DEFGRID3
* xyz -1 2
V 0.361 0.238 -0.420
N -2.595 0.897 2.859
C -1.522 0.672 1.992
S -1.169 1.855 0.713
N -0.324 -0.011 2.541
N 0.746 0.325 1.692
C 1.755 0.815 2.286
C 2.875 1.400 1.568
C 4.044 1.677 2.281
C 5.122 2.298 1.682
C 5.019 2.681 0.348
C 3.867 2.433 -0.371
C 2.781 1.771 0.211
O 1.711 1.532 -0.543
H -3.043 1.773 2.628
H -3.274 0.127 2.726
H 1.759 0.834 3.374
H 4.090 1.392 3.326
H 6.026 2.492 2.244
H 5.849 3.181 -0.136
H 3.780 2.730 -1.409
C 0.113 0.018 -2.676
C 0.149 -1.304 -2.159
C -1.015 -1.501 -1.345
C -1.771 -0.325 -1.386
C -1.046 0.640 -2.173
C -1.531 2.002 -2.556
C -3.159 -0.162 -0.864
C -1.443 -2.802 -0.747
C 1.009 -2.421 -2.657
C 1.053 0.629 -3.670
H -2.143 1.943 -3.461
H -0.699 2.677 -2.758
H -2.141 2.438 -1.766
H -3.396 -0.875 -0.073
H -3.858 -0.338 -1.688
H -3.331 0.842 -0.482
H -2.036 -3.364 -1.474
H -2.070 -2.674 0.132
H -0.586 -3.417 -0.474
H 0.485 -2.915 -3.480
H 1.194 -3.165 -1.883
H 1.972 -2.073 -3.027
H 0.563 0.724 -4.643
H 1.945 0.021 -3.804
H 1.369 1.627 -3.357
C 5.642 -1.860 -1.711
C 4.823 -0.783 -2.115
C 3.586 -0.613 -1.566
C 3.063 -1.498 -0.584
C 1.751 -1.351 -0.019
C 1.352 -2.308 0.884
C 2.165 -3.397 1.262
C 3.416 -3.536 0.738
C 3.891 -2.589 -0.198
C 5.180 -2.736 -0.775
H 6.627 -1.988 -2.144
H 5.183 -0.082 -2.859
H 2.977 0.221 -1.881
H 0.371 -2.244 1.340
H 1.783 -4.117 1.976
H 4.055 -4.365 1.019
H 5.790 -3.573 -0.455
F -6.370 -2.713 3.558
C -5.237 -3.422 3.676
F -4.911 -3.423 4.994
F -5.531 -4.696 3.353
S -3.760 -2.726 2.661
O -3.851 -3.542 1.429
O -4.269 -1.336 2.457
O -1.288 -0.673 1.655
*
```

The expectation value of S² is 0.802. The value obtained for the energy relative to the best compared isomer or geometry (same formula, charge and spin) is 43.7 kcal/mol. Its orbital gap (spin up / spin down) is 6.52 / 6.89 eV.

Atom charges from the Mulliken analysis, given in e for atoms 1 to 4: number 1, V, carries 0.005; number 2, N, carries -0.574; number 3, C, carries 0.498; number 4, S, carries -0.497

***

The records above yield F_max values of 4.43; 2.58; 6.23; 5.64; 3.73; 1.92; 1.36; 0.79; 2.74; 0.40 eV Å⁻¹, respectively.